<i>
A cluster of 2 separate species, C4H10IP in total, computed with wB97M-V/def2-TZVPD.

Each line ends with the natural charge from an NBO analysis.
Atoms and positions in Å:
1 I 2.865 0.016 -0.241  0.181
2 H 0.818 -0.673 1.728  0.225
3 H -1.805 -0.980 0.031  0.217
4 C 0.221 -0.405 -1.708  -0.720
5 C -1.287 -0.664 0.942  -0.614
6 P 0.158 2.694 -0.230  0.064
7 H -1.235 0.470 1.041  0.213
8 H -0.754 2.463 0.882  -0.046
9 C 0.833 -0.307 -0.336  -0.070
10 H -0.427 -1.405 -1.892  0.207
11 H 1.320 3.103 0.523  -0.032
12 H 0.938 -0.490 -2.405  0.221
13 H -1.590 -1.177 1.901  0.223
14 C 0.193 -0.953 0.860  -0.519
15 H 0.282 -2.117 0.838  0.209
16 H -0.530 0.425 -1.935  0.242

Its LUMO energy (spin up / spin down) is -0.9 / -0.2 eV. For the HOMO energy (spin up / spin down), the calculation gives -0.2822 / -0.3070 hartree.

---

<ii>
A cluster of 2 separate species, C4H10IP in total, computed with wB97M-V/def2-TZVPD.

Each line ends with the natural charge from an NBO analysis.
Atoms and positions in Å:
1 H 0.189 1.650 -1.217  0.191
2 C -0.408 1.355 -0.381  -0.176
3 C 1.041 -0.642 -0.231  -0.666
4 H 1.668 -1.340 0.382  0.225
5 I 0.842 -4.958 -1.782  -0.102
6 H 0.011 -1.646 1.691  -0.011
7 H 0.598 -1.361 -1.004  0.215
8 H -2.277 2.057 0.582  0.222
9 H -0.299 0.222 2.792  -0.017
10 H 1.580 -3.514 -2.096  0.102
11 H -0.814 3.033 0.726  0.225
12 C 0.001 0.267 0.304  -0.252
13 H 1.853 -0.080 -0.704  0.219
14 H -1.701 3.070 -0.845  0.222
15 C -1.378 2.412 0.010  -0.654
16 P -0.906 -0.524 1.771  0.255

Its LUMO energy is 0.4 eV. The SMILES is C/C=C(/C)P.I. For the HOMO energy, the calculation gives -0.3201 hartree.

---

Stability verdict: <ii>, ahead by 198.5 kJ/mol

---

<i>
The molecule C2H6BrOP, computed with wB97M-V/def2-TZVPD.

Each line ends with the natural charge from an NBO analysis.
Atoms and positions in Å:
1 H -1.461 0.304 -1.778  0.272
2 H 0.192 -0.200 -2.521  0.288
3 O 0.350 -2.018 -0.037  -1.018
4 H 0.453 0.242 2.321  0.291
5 H 0.005 1.409 -1.451  0.277
6 P 0.266 -0.573 -0.064  1.913
7 C -0.324 0.310 -1.579  -1.048
8 Br 2.794 0.451 0.109  -0.476
9 H -0.976 0.930 1.579  0.252
10 C -0.421 0.044 1.540  -1.020
11 H -0.878 -0.898 1.881  0.269

Its LUMO energy is -0.6 eV. The SMILES is CP(C)(=O)Br. For the HOMO energy, the calculation gives -0.3592 hartree.

---

<ii>
A cluster of 2 separate species, C2H6BrOP in total, computed with wB97M-V/def2-TZVPD.

Each line ends with the natural charge from an NBO analysis.
Atoms and positions in Å:
1 H -0.573 1.603 0.971  0.271
2 O -0.621 -0.073 -2.071  -0.984
3 H 1.121 1.170 0.698  0.241
4 C 0.161 1.333 0.215  -1.001
5 Br -3.198 1.567 1.896  -0.172
6 H 0.221 2.122 -0.529  0.263
7 P -0.381 -0.210 -0.638  1.618
8 C 0.665 -1.664 -0.190  -0.993
9 H 0.089 -2.582 -0.308  0.259
10 H 1.008 -1.578 0.837  0.244
11 H 1.508 -1.687 -0.881  0.254

Its LUMO energy (spin up / spin down) is -1.2 / -3.6 eV. For the HOMO energy (spin up / spin down), the calculation gives -0.3958 / -0.2921 hartree.

---

<iii>
The molecule C2H6BrOP, computed with wB97M-V/def2-TZVPD.

Each line ends with the natural charge from an NBO analysis.
Atoms and positions in Å:
1 O -1.351 1.092 0.235  -0.987
2 H 0.872 -2.509 0.726  0.239
3 P 0.018 0.903 -0.558  1.283
4 Br 0.390 3.549 -0.676  -0.543
5 H -1.757 1.894 -0.004  0.515
6 H -0.667 0.968 -1.770  -0.030
7 C 0.334 -0.821 -0.457  -0.497
8 H 1.299 -1.099 -1.027  0.226
9 H -0.588 -1.502 1.302  0.236
10 H 1.064 -0.921 1.447  0.256
11 C 0.388 -1.555 0.783  -0.698

Its LUMO energy (spin up / spin down) is -1.7 / -1.4 eV. The SMILES is CC=[P@@H](O)Br. For the HOMO energy (spin up / spin down), the calculation gives -0.3215 / -0.3196 hartree.

---

Stability verdict: <i>, ahead by 185.7 kJ/mol

---

<i>
A cluster of 2 separate species, C8H14NS in total, computed with wB97M-V/def2-TZVPD.

Each line ends with the natural charge from an NBO analysis.
Atoms and positions in Å:
1 C -1.654 -1.089 0.810  -0.346
2 H -3.169 -0.766 -0.773  0.202
3 H -1.253 -2.018 0.467  0.229
4 N 1.964 1.213 -0.732  -0.680
5 H 4.396 1.675 -2.692  0.252
6 H 0.339 0.194 0.790  0.349
7 C -3.097 0.904 0.648  -0.396
8 C 2.907 0.819 -1.503  0.209
9 H 2.250 1.941 -0.104  0.351
10 C -0.703 0.103 0.303  -0.483
11 H -3.831 -1.270 0.623  0.242
12 C -1.639 1.348 0.382  -0.372
13 H -3.882 1.435 -0.023  0.242
14 H -1.698 1.726 -0.682  0.219
15 S -0.001 -0.535 -2.418  0.577
16 H -1.250 2.192 0.972  0.258
17 H 4.840 0.265 -1.605  0.245
18 H 2.598 0.135 -2.224  0.125
19 H -1.765 -0.952 1.947  0.246
20 C 4.332 1.165 -1.764  -0.687
21 C -3.077 -0.629 0.255  -0.407
22 H -3.247 1.034 1.647  0.215
23 C -0.457 -0.140 -1.023  0.185
24 H 4.720 1.840 -1.050  0.225

Its LUMO energy is -5.1 eV. For the HOMO energy, the calculation gives -0.5092 hartree. Its charge is +1.

---

<ii>
The ion C8H14NS with charge +1, computed with wB97M-V/def2-TZVPD.

Each line ends with the natural charge from an NBO analysis.
Atoms and positions in Å:
1 C 1.112 0.472 0.166  -0.215
2 H 0.742 -2.733 0.182  0.240
3 H -0.113 3.246 1.298  0.241
4 H -0.335 1.402 -1.986  0.247
5 C 1.955 -0.388 1.074  -0.613
6 H 2.643 0.252 1.623  0.245
7 C -0.278 0.092 -0.292  0.115
8 C -0.076 1.188 0.749  -0.204
9 C -0.742 0.442 -1.689  -0.620
10 H -0.413 -0.299 -2.417  0.221
11 C -1.887 -1.557 0.563  0.239
12 C -0.426 2.625 0.463  -0.614
13 H -1.827 0.510 -1.728  0.224
14 H -0.312 0.899 1.768  0.227
15 S -3.205 -1.877 1.257  0.486
16 C -0.014 -2.402 -0.529  -0.406
17 H 1.343 -0.911 1.806  0.204
18 H 1.698 1.010 -0.572  0.237
19 N -0.773 -1.278 0.031  -0.395
20 H 0.075 2.992 -0.427  0.218
21 H -0.680 -3.237 -0.742  0.235
22 H -1.501 2.747 0.344  0.223
23 H 2.544 -1.105 0.509  0.221
24 H 0.471 -2.088 -1.451  0.244

Its LUMO energy is -5.3 eV. For the HOMO energy, the calculation gives -0.5139 hartree. Its charge is +1.

---

Stability verdict: <ii>, ahead by 143.1 kJ/mol